Computed, not measured: a 2-piece molecular cluster, C5H16NO overall, with ωB97M-V with the def2-TZVPD basis set.

Last column: Löwdin charge in e.
Element x y z (Å)
C -0.085 -0.694 -1.338  -0.25
C -0.793 0.729 -1.404  -0.18
C -0.860 1.308 0.034  -0.24
C -0.786 0.394 1.301  -0.31
C -1.986 -0.500 1.343  -0.15
N 1.360 -0.518 -1.255  0.04
H -0.356 -1.217 -0.326  0.09
H -0.320 -1.359 -2.209  0.11
H -1.851 0.513 -1.698  0.11
H -0.359 1.311 -2.202  0.09
H -1.791 1.903 0.098  0.11
H -0.036 2.060 0.085  0.10
H -0.719 1.068 2.244  0.13
H 0.139 -0.229 1.360  0.06
H -2.626 -0.278 0.430  0.09
H -1.842 -1.627 1.386  0.09
H -2.605 -0.256 2.199  0.06
H 1.909 -1.348 -0.866  0.06
H 1.539 0.134 -0.452  0.09
H 1.755 -0.159 -2.130  0.11
H 2.803 -0.941 1.026  -0.01
H 3.957 -0.013 1.611  0.01
O 3.554 -0.283 0.765  -0.21

Atoms 1-2, force components in eV/Å:
C -1.8283 -0.5323 0.7245
C -1.1827 -3.3384 1.0526

The expectation value of S² is 0.75. The multiplicity is 2. Its HOMO energy (spin up / spin down) is -0.1289 / -0.4039 hartree. The value obtained for the gap between HOMO and LUMO (spin up / spin down) is 4.385 / 11.603 eV.

---

Computed, not measured: a 2-piece molecular cluster, C5H16NO overall, with ωB97M-V with the def2-TZVPD basis set.

Last column: Löwdin charge in e.
Element x y z (Å)
C -1.394 -0.976 -0.838  -0.10
C -0.393 0.139 -0.807  -0.39
C -0.271 0.855 0.567  -0.38
C -1.150 2.179 0.510  -0.06
C -0.567 0.090 1.825  -0.10
N 0.958 -0.344 -1.264  0.10
H -2.451 -0.705 -0.655  0.10
H -1.123 -1.841 -0.247  0.07
H -1.700 -1.325 -1.825  0.07
H -0.757 0.951 -1.419  0.10
H 0.744 1.261 0.697  0.11
H -1.030 2.746 1.432  0.07
H -2.195 1.893 0.417  0.08
H -0.740 2.798 -0.280  0.06
H -0.994 0.423 2.765  0.08
H 0.252 -0.400 2.393  0.08
H -1.181 -0.763 1.502  0.06
H 1.262 -1.066 -0.599  0.08
H 1.719 0.344 -1.397  0.03
H 0.907 -0.791 -2.226  0.05
H 3.251 -2.118 0.527  0.03
H 3.858 -1.607 -0.749  0.03
O 2.995 -1.746 -0.330  -0.16

Atoms 1-2, force components in eV/Å:
C -1.6355 -0.6437 -0.8954
C 0.0401 0.8145 1.0283

The expectation value of S² is 0.75. The multiplicity is 2. Its HOMO energy (spin up / spin down) is -0.1119 / -0.4152 hartree. The value obtained for the gap between HOMO and LUMO (spin up / spin down) is 3.951 / 11.827 eV.

---

The relative energy (zero: lowest compared OMol25 entry of this formula, charge and spin) results, record by record, are as follows: 1.996; 2.073 eV.
The max |F| results, record by record, are as follows: 3.7; 3.3 eV/Å.